(1)
Entry from OMol25: a gas-phase ion, C3H6NO2 (charge -1) (the ωB97M-V functional and the def2-TZVPD basis).

Computed properties:
**SMILES string**: O=CNCC[O-]
**Gap between HOMO and LUMO**: 6.55 eV
**LUMO**: 4.006 eV
**Highest occupied orbital energy**: -2.5 eV
**Net charge**: -1

Structure (XYZ):
```
12
Properties=species:S:1:pos:R:3:lowdin_charge:R:1
O -2.64494 0.45439 0.81878 -0.08
C -1.43660 0.26821 1.05543 -0.36
N -0.59103 0.67950 0.09467 -0.02
C 0.82558 0.50589 0.09348 -0.21
C 1.21272 -0.86169 -0.81965 -0.60
O 2.44500 -1.00360 -1.14106 -0.32
H -1.02754 -0.17926 1.93897 0.12
H -0.99613 1.46080 -0.46241 0.16
H 1.21161 0.16634 1.10270 0.10
H 1.50204 1.20377 -0.31904 0.07
H 0.56926 -0.69435 -1.71374 0.06
H 0.70217 -1.74686 -0.23758 0.08
```



(2)
Entry from OMol25: a gas-phase ion, C3H6NO2 (charge -1) (the ωB97M-V functional and the def2-TZVPD basis).

Computed properties:
**SMILES string**: O=CCNC[O-]
**Gap between HOMO and LUMO**: 7.15 eV
**LUMO**: 4.284 eV
**Highest occupied orbital energy**: -2.9 eV
**Net charge**: -1

Structure (XYZ):
```
12
Properties=species:S:1:pos:R:3:lowdin_charge:R:1
O 1.38566 -1.75718 -1.42468 -0.03
C 0.93269 -0.90052 -0.68376 -0.29
C -0.47512 -0.49974 -0.54200 -0.26
N -0.58622 0.95949 -0.43631 -0.08
C -0.63566 1.43168 1.02671 -0.54
O -0.45576 0.44059 1.89156 -0.33
H 1.62633 -0.31424 -0.06337 0.12
H -1.15133 -1.11645 -1.11709 0.10
H -0.68722 -0.77658 0.53152 0.10
H -1.38853 1.23058 -0.99321 0.06
H 0.15546 2.21602 1.08681 0.06
H -1.60031 1.98159 1.17357 0.07
```



(3)
Entry from OMol25: a gas-phase ion, C3H6NO2 (charge -1) (the ωB97M-V functional and the def2-TZVPD basis).

Computed properties:
**SMILES string**: CC(=O)NC[O-]
**Gap between HOMO and LUMO**: 7.13 eV
**LUMO**: 4.073 eV
**Highest occupied orbital energy**: -3.1 eV
**Net charge**: -1

Structure (XYZ):
```
12
Properties=species:S:1:pos:R:3:lowdin_charge:R:1
C 1.85323 -0.16394 -0.79584 -0.04
C 0.49266 0.44309 -0.36453 -0.60
O 0.38371 1.66236 -0.56315 -0.07
N -0.55637 -0.29850 0.04285 0.07
C -1.87919 0.12239 0.97206 -0.47
O -2.62007 -0.92912 0.97542 -0.31
H 1.91189 -0.15141 -1.89240 0.06
H 2.63114 0.47980 -0.36697 0.07
H 1.82912 -1.22142 -0.53051 0.05
H -0.38172 -1.29250 0.02940 0.08
H -2.24649 1.05621 0.49489 0.08
H -1.41792 0.29304 1.99877 0.08
```



(4)
Entry from OMol25: 2 unconnected molecules or ions with the total composition C3H6NO2 (the ωB97M-V functional and the def2-TZVPD basis).

Computed properties:
**Gap between HOMO and LUMO**: 8.40 eV
**LUMO**: 4.060 eV
**Highest occupied orbital energy**: -4.3 eV
**Net charge**: -1

Structure (XYZ):
```
12
Properties=species:S:1:pos:R:3:lowdin_charge:R:1
C -0.06582 -2.22465 -1.43369 -0.08
C 0.04252 -1.19836 -0.55753 -0.33
N -0.52610 0.03471 -0.58311 0.06
H -0.78822 -2.41785 -2.21125 0.01
H 0.72467 -2.95348 -1.27848 0.01
H 0.80613 -1.32489 0.19988 0.10
H -1.34739 0.27229 -1.10934 0.09
H -0.45452 0.55136 0.30434 0.03
O -0.00610 1.16010 1.98109 -0.16
C 0.37581 2.31730 1.67014 -0.69
O -0.26020 3.34277 1.38366 -0.12
H 1.49923 2.44071 1.63431 0.09
```



Decreasing stability: (4), (3), (1), (2)



(1)
Entry from OMol25: a gas-phase ion, C3H6NO2 (charge -1) (the ωB97M-V functional and the def2-TZVPD basis).

Computed properties:
**SMILES string**: O=CNCC[O-]
**Gap between HOMO and LUMO**: 7.22 eV
**LUMO**: 4.171 eV
**Highest occupied orbital energy**: -3.1 eV
**Net charge**: -1

Structure (XYZ):
```
12
Properties=species:S:1:pos:R:3:lowdin_charge:R:1
O 0.71232 -0.65283 2.41982 -0.08
C -0.04767 -1.11556 1.54955 -0.42
N 0.10039 -0.86182 0.26409 -0.01
C 0.65415 0.42786 -0.18349 -0.18
C -0.47483 0.97044 -1.08055 -0.59
O -0.42689 0.28954 -2.22283 -0.33
H -0.74287 -2.04568 1.70034 0.13
H -0.53585 -1.05649 -0.50152 0.11
H 1.34360 0.14164 -1.05546 0.12
H 1.12296 0.74795 0.71807 0.08
H -0.28539 2.08538 -1.19521 0.07
H -1.41992 1.06957 -0.41282 0.09
```



(2)
Entry from OMol25: a gas-phase ion, C3H6NO2 (charge -1) (the ωB97M-V functional and the def2-TZVPD basis).

Computed properties:
**SMILES string**: CC(=O)NC[O-]
**Gap between HOMO and LUMO**: 7.35 eV
**LUMO**: 4.384 eV
**Highest occupied orbital energy**: -3.0 eV
**Net charge**: -1

Structure (XYZ):
```
12
Properties=species:S:1:pos:R:3:lowdin_charge:R:1
C -1.46479 -0.12681 -0.49575 -0.04
C -0.02104 -0.48522 -0.87576 -0.57
O 0.32437 -1.36790 -1.65531 -0.03
N 0.81320 0.34482 -0.19225 0.04
C 0.50066 1.08733 1.11066 -0.58
O -0.05602 0.37110 2.02654 -0.30
H -1.78288 0.78447 -0.99559 0.06
H -2.12712 -0.96458 -0.92984 0.09
H -1.63478 -0.01413 0.58330 0.05
H 1.79291 0.10515 -0.13422 0.10
H 0.02617 2.10997 0.97276 0.08
H 1.67205 1.34681 1.42346 0.09
```



Decreasing stability: (2), (1)



(1)
Entry from OMol25: 2 unconnected molecules or ions with the total composition C3H6NO2 (the ωB97M-V functional and the def2-TZVPD basis).

Computed properties:
**Gap between HOMO and LUMO**: 7.48 eV
**LUMO**: 3.929 eV
**Highest occupied orbital energy**: -3.6 eV
**Net charge**: -1

Structure (XYZ):
```
12
Properties=species:S:1:pos:R:3:lowdin_charge:R:1
O 0.45257 2.00276 -1.75711 -0.15
C 0.34126 1.03496 -0.95876 -0.77
N -0.34576 -0.08364 -1.11125 0.01
C -0.45896 -1.65854 1.31089 -0.19
O -1.24046 -2.27883 1.98970 -0.06
C 1.21227 1.13497 0.30319 -0.09
H -0.76948 0.01289 -2.03640 0.00
H 0.16371 -2.01850 0.47533 0.06
H -0.32071 -0.59234 1.49516 0.04
H 1.72544 0.21053 0.58529 0.05
H 0.66435 1.49295 1.18068 0.05
H 1.94979 1.89710 0.08014 0.05
```



(2)
Entry from OMol25: 2 unconnected molecules or ions with the total composition C3H6NO2 (the ωB97M-V functional and the def2-TZVPD basis).

Computed properties:
**Gap between HOMO and LUMO**: 8.33 eV
**LUMO**: 3.999 eV
**Highest occupied orbital energy**: -4.3 eV
**Net charge**: -1

Structure (XYZ):
```
12
Properties=species:S:1:pos:R:3:lowdin_charge:R:1
C 2.51711 0.18968 2.43455 -0.10
C 1.23981 0.26768 2.00956 -0.31
N 0.78902 -0.40937 0.87295 0.05
H 3.22808 -0.48305 1.80320 0.06
H 2.93511 1.02503 2.93503 0.00
H 0.78135 1.12562 2.45422 0.08
H 1.52893 -0.90502 0.48295 0.04
H 0.09600 -0.10614 0.10628 0.08
O -0.57823 0.47182 -1.52181 -0.19
C -1.81997 0.26517 -1.67459 -0.60
O -2.31706 -0.83651 -2.16697 -0.20
H -2.55203 0.79153 -0.99920 0.09
```



Decreasing stability: (1), (2)



(1)
Entry from OMol25: a gas-phase ion, C3H6NO2 (charge -1) (the ωB97M-V functional and the def2-TZVPD basis).

Computed properties:
**SMILES string**: CC(=O)NC[O-]
**Gap between HOMO and LUMO**: 7.28 eV
**LUMO**: 4.281 eV
**Highest occupied orbital energy**: -3.0 eV
**Net charge**: -1

Structure (XYZ):
```
12
Properties=species:S:1:pos:R:3:lowdin_charge:R:1
C -0.37030 1.39444 -0.49188 -0.06
C -1.09813 0.03564 -0.24776 -0.54
O -2.35032 -0.09766 -0.47951 -0.10
N -0.30415 -0.81605 0.43539 0.03
C 1.21647 -1.03847 0.40397 -0.53
O 2.12766 -0.09260 0.40793 -0.31
H -1.31040 2.07710 -0.63267 0.07
H 0.23603 1.85988 0.36147 0.08
H 0.17964 1.43721 -1.50398 0.08
H -0.82942 -1.52108 0.93174 0.10
H 1.19521 -1.53712 -0.57764 0.08
H 1.30772 -1.70129 1.39295 0.10
```



(2)
Entry from OMol25: a gas-phase ion, C3H6NO2 (charge -1) (the ωB97M-V functional and the def2-TZVPD basis).

Computed properties:
**SMILES string**: NCCC(=O)[O-]
**Gap between HOMO and LUMO**: 7.64 eV
**LUMO**: 3.981 eV
**Highest occupied orbital energy**: -3.7 eV
**Net charge**: -1

Structure (XYZ):
```
12
Properties=species:S:1:pos:R:3:lowdin_charge:R:1
N -1.83034 -0.76775 -0.30393 -0.04
C -0.36468 -0.59479 -0.67663 -0.23
C 0.29397 0.40892 0.46613 -0.12
C 1.75136 1.02180 0.44322 -0.70
O 2.65803 0.22935 -0.01782 -0.15
O 1.99822 2.23534 0.81714 -0.15
H -1.90585 -1.06577 0.61906 0.00
H -2.14789 -1.56653 -0.88773 0.05
H 0.31594 -1.48140 -0.87913 0.11
H -0.46298 -0.04380 -1.53475 0.05
H 0.01135 0.25688 1.53803 0.09
H -0.31712 1.36774 0.41640 0.09
```



Decreasing stability: (2), (1)



(1)
Entry from OMol25: a gas-phase ion, C3H6NO2 (charge -1) (the ωB97M-V functional and the def2-TZVPD basis).

Computed properties:
**SMILES string**: O=CNCC[O-]
**Gap between HOMO and LUMO**: 6.70 eV
**LUMO**: 3.926 eV
**Highest occupied orbital energy**: -2.8 eV
**Net charge**: -1

Structure (XYZ):
```
12
Properties=species:S:1:pos:R:3:lowdin_charge:R:1
O 2.18578 -1.80936 0.95976 -0.03
C 1.58304 -0.90382 0.42964 -0.44
N 0.28966 -0.83478 0.04932 0.00
C -0.20870 0.37700 -0.69562 -0.21
C -1.52670 0.97940 -0.07606 -0.57
O -2.14455 2.03751 -0.66487 -0.38
H 2.17913 -0.04372 -0.15937 0.15
H -0.41496 -1.20911 0.72451 0.14
H 0.53425 1.14232 -0.50046 0.08
H -0.28959 0.13640 -1.75470 0.10
H -2.27104 0.05955 0.00234 0.08
H -1.18107 1.21740 1.03555 0.09
```



(2)
Entry from OMol25: a gas-phase ion, C3H6NO2 (charge -1) (the ωB97M-V functional and the def2-TZVPD basis).

Computed properties:
**SMILES string**: NCCC(=O)[O-]
**Gap between HOMO and LUMO**: 8.11 eV
**LUMO**: 4.206 eV
**Highest occupied orbital energy**: -3.9 eV
**Net charge**: -1

Structure (XYZ):
```
12
Properties=species:S:1:pos:R:3:lowdin_charge:R:1
N 2.08294 0.01899 0.16125 -0.06
C 0.48633 0.20973 0.48024 -0.23
C -0.52911 -0.29289 -0.54018 -0.14
C -2.06624 -0.27228 0.08293 -0.73
O -2.15636 0.38096 1.12210 -0.07
O -2.85324 -0.99613 -0.57874 -0.11
H 2.17004 0.20623 -0.80776 -0.01
H 2.60270 0.79663 0.59410 0.03
H 0.39495 1.23729 0.48833 0.05
H 0.67192 -0.22162 1.46638 0.10
H -0.54852 0.21863 -1.56077 0.10
H -0.25541 -1.28553 -0.90790 0.07
```



Decreasing stability: (2), (1)



(1)
Entry from OMol25: a molecular structure, C4H7N3O2 (the ωB97M-V functional and the def2-TZVPD basis).

Computed properties:
**Gap between HOMO and LUMO**: 9.27 eV
**LUMO**: 0.078 eV
**Highest occupied orbital energy**: -9.2 eV
**Net charge**: 0

Structure (XYZ):
```
16
Properties=species:S:1:pos:R:3:lowdin_charge:R:1
C -1.61919 1.98332 0.35430 -0.08
C -0.61433 0.71504 -0.07660 -0.40
C -0.95897 -1.98661 -0.02688 -0.15
C 1.76766 0.24110 -0.37828 -0.16
H -2.14318 2.19991 -0.90990 0.15
H -2.59231 1.29103 0.88156 0.11
H -1.08610 2.88897 1.12300 0.14
H -2.18677 -0.53507 -0.39686 0.02
H 0.10741 -2.14836 0.09747 0.09
H 2.56480 0.69717 -1.08594 0.14
H 4.00344 -1.53243 0.69460 0.19
N -1.31800 -0.53522 -0.18127 0.11
N 0.53995 1.10837 -0.41456 0.08
N 2.02608 -0.87125 0.31934 0.00
O -1.96134 -2.75905 -0.06199 0.00
O 3.47086 -0.75691 0.06201 -0.23
```



(2)
Entry from OMol25: C4H7N3O2 in the gas phase (the ωB97M-V functional and the def2-TZVPD basis).

Computed properties:
**SMILES string**: [H]/N=C\N(C)/C(=N/[H])C(=O)O
**Gap between HOMO and LUMO**: 8.67 eV
**LUMO**: -0.331 eV
**Highest occupied orbital energy**: -9.0 eV
**Net charge**: 0

Structure (XYZ):
```
16
Properties=species:S:1:pos:R:3:lowdin_charge:R:1
H -1.24330 -2.04264 -0.96825 0.05
N -1.53399 -1.15308 -1.36928 0.15
C -0.80517 -0.15417 -0.99062 -0.24
N 0.52370 -0.27339 -0.37162 -0.10
C 1.54906 -1.22800 -0.79594 -0.02
C 0.65964 0.45657 0.72685 -0.29
N 1.50398 0.78330 1.58662 0.15
H 1.42041 1.72931 1.96109 0.08
C -1.04309 1.28503 0.68667 -0.47
O -1.12185 2.49041 0.59905 0.07
O -1.88025 0.55603 1.45276 0.08
H -0.92045 0.78056 -1.54937 0.14
H 1.10148 -2.15490 -1.15579 0.08
H 2.23213 -1.48086 0.01658 0.09
H 2.12370 -0.76562 -1.60221 0.09
H -2.56599 1.17145 1.77348 0.13
```



(3)
Entry from OMol25: C4H7N3O2 in the gas phase (the ωB97M-V functional and the def2-TZVPD basis).

Computed properties:
**Gap between HOMO and LUMO (spin up / spin down)**: 7.53 / 7.53 eV
**LUMO (spin up / spin down)**: -0.334 / -0.333 eV
**Highest occupied orbital energy (spin up / spin down)**: -7.9 / -7.9 eV
**Net charge**: 0

Structure (XYZ):
```
16
Properties=species:S:1:pos:R:3:lowdin_charge:R:1
C 1.02185 -0.07080 -1.70550 -0.23
C 1.03829 0.04661 -0.26029 -0.11
C -0.71596 1.43973 -0.14971 -0.08
C -0.42340 -0.34025 1.47612 0.01
N 0.11335 0.51258 -2.26258 0.11
N -0.02127 0.41873 0.32240 -0.15
N -0.25155 2.46672 -0.91197 -0.45
O 0.94899 2.59250 -1.01426 0.07
O -1.15881 3.20101 -1.27624 0.05
H 1.93398 -0.37718 -2.20205 0.12
H 1.62374 -0.72109 0.26654 0.12
H -1.71634 1.62062 0.20320 0.15
H -1.06497 -1.12966 1.06929 0.11
H 0.35423 -0.88511 1.98842 0.10
H -1.05824 0.26520 2.05559 0.08
H 0.08283 0.35030 -3.27920 0.10
```



Decreasing stability: (2), (3), (1)